{"formula": "C7H28BeN14O7", "method": "ωB97M-V/def2-TZVPD", "relative_energy_kcal_mol": 0.0, "homo_energy_ev": [-7.0, -11.0], "energy_ha": -1591.41877, "homo_lumo_gap_ha": [0.195, 0.340], "spin_multiplicity": 2, "total_charge": 1, "symbols": ["Be", "C", "O", "N", "N", "H", "H", "H", "H", "C", "O", "N", "N", "H", "H", "H", "H", "C", "O", "N", "N", "H", "H", "H", "H", "C", "O", "N", "N", "H", "H", "H", "H", "C", "O", "N", "N", "H", "H", "H", "H", "C", "O", "N", "N", "H", "H", "H", "H", "C", "O", "N", "N", "H", "H", "H", "H"], "xyz": [[-14.159, -8.915, -8.827], [-12.559, -11.540, -10.491], [-12.669, -10.394, -10.113], [-13.118, -12.062, -11.565], [-12.001, -12.440, -9.794], [-13.691, -11.499, -12.177], [-12.923, -13.030, -11.774], [-11.692, -12.166, -8.872], [-11.822, -13.372, -10.140], [-15.856, -9.543, -11.972], [-14.954, -9.217, -11.171], [-16.155, -8.840, -12.982], [-16.727, -10.488, -11.844], [-16.910, -8.965, -13.641], [-15.866, -7.878, -12.884], [-17.600, -10.457, -12.352], [-16.407, -11.176, -11.177], [-13.621, -5.637, -10.307], [-13.861, -6.833, -10.146], [-12.546, -5.223, -10.952], [-14.351, -4.648, -9.949], [-12.497, -4.252, -11.227], [-11.896, -5.957, -11.194], [-15.173, -4.902, -9.420], [-14.214, -3.771, -10.431], [-14.783, -7.083, -6.025], [-14.169, -6.792, -7.045], [-14.296, -6.836, -4.885], [-16.070, -7.453, -5.901], [-13.350, -6.482, -4.885], [-14.833, -6.889, -4.031], [-16.328, -7.646, -4.943], [-16.718, -7.438, -6.676], [-17.426, -7.222, -9.308], [-16.277, -7.554, -9.028], [-18.209, -7.856, -10.098], [-18.047, -6.230, -8.748], [-17.648, -8.522, -10.611], [-19.160, -7.593, -10.313], [-18.972, -6.074, -9.123], [-17.623, -5.490, -8.208], [-12.600, -10.074, -5.613], [-12.959, -9.806, -6.740], [-12.163, -11.233, -5.189], [-12.806, -9.225, -4.610], [-11.911, -11.947, -5.857], [-12.215, -11.480, -4.211], [-13.427, -8.452, -4.798], [-12.359, -9.450, -3.732], [-10.939, -7.103, -8.375], [-11.854, -7.858, -8.497], [-10.759, -6.331, -7.328], [-9.934, -7.026, -9.241], [-9.913, -5.779, -7.326], [-11.533, -6.083, -6.728], [-10.022, -7.632, -10.044], [-9.436, -6.161, -9.396]]}



{"formula": "C7H28Br2N14O7Y", "method": "ωB97M-V/def2-TZVPD", "homo_energy_ev": -9.8, "energy_ha": -6763.53533, "homo_lumo_gap_ha": 0.278, "spin_multiplicity": 1, "total_charge": 1, "symbols": ["Y", "Br", "Br", "C", "O", "N", "N", "H", "H", "H", "H", "C", "O", "N", "N", "H", "H", "H", "H", "C", "O", "N", "N", "H", "H", "H", "H", "C", "O", "N", "N", "H", "H", "H", "H", "C", "O", "N", "N", "H", "H", "H", "H", "C", "O", "N", "N", "H", "H", "H", "H", "C", "O", "N", "N", "H", "H", "H", "H"], "xyz": [[12.898, 0.527, 36.477], [13.934, 3.057, 35.669], [14.863, 0.355, 38.658], [16.132, -0.640, 35.400], [15.040, -0.114, 35.399], [16.942, -0.664, 34.287], [16.701, -1.341, 36.417], [17.860, -1.068, 34.301], [16.491, -0.566, 33.397], [17.384, -2.055, 36.246], [16.207, -1.341, 37.301], [12.437, 0.169, 33.004], [12.823, 0.396, 34.145], [11.215, 0.554, 32.557], [13.223, -0.448, 32.101], [11.039, 0.524, 31.569], [10.653, 1.121, 33.163], [12.949, -0.680, 31.164], [14.171, -0.659, 32.347], [11.573, 2.882, 38.724], [11.869, 1.917, 38.032], [10.877, 2.800, 39.900], [12.246, 4.049, 38.545], [10.760, 1.888, 40.303], [10.489, 3.584, 40.389], [13.017, 4.058, 37.888], [12.068, 4.736, 39.254], [11.325, -1.094, 39.362], [11.615, -0.641, 38.271], [10.035, -1.392, 39.729], [12.220, -1.192, 40.369], [9.260, -1.166, 39.136], [9.840, -1.941, 40.546], [13.106, -0.746, 40.147], [12.022, -1.707, 41.204], [13.394, -3.002, 36.887], [13.480, -1.824, 36.572], [12.217, -3.674, 36.952], [14.503, -3.776, 37.040], [12.030, -4.598, 37.292], [11.441, -3.078, 36.711], [14.263, -4.716, 37.296], [15.410, -3.476, 36.740], [9.812, 2.160, 35.129], [10.796, 1.628, 35.630], [9.765, 3.486, 34.865], [8.833, 1.440, 34.509], [8.936, 3.865, 34.447], [10.503, 4.051, 35.254], [8.779, 0.444, 34.618], [8.136, 1.932, 33.979], [10.005, -1.843, 35.195], [11.059, -1.328, 35.513], [8.790, -1.448, 35.681], [9.921, -3.005, 34.478], [8.717, -0.721, 36.369], [7.956, -1.890, 35.338], [9.086, -3.213, 33.963], [10.771, -3.525, 34.353]]}



{"formula": "C7H28N14O7", "method": "ωB97M-V/def2-TZVPD", "relative_energy_kcal_mol": 30.0, "homo_energy_ev": [0.3, -6.6], "energy_ha": -1576.90731, "homo_lumo_gap_ha": [0.066, 0.314], "spin_multiplicity": 2, "total_charge": -1, "symbols": ["C", "O", "N", "N", "H", "H", "H", "H", "C", "O", "N", "N", "H", "H", "H", "H", "C", "O", "N", "N", "H", "H", "H", "H", "C", "O", "N", "N", "H", "H", "H", "H", "C", "O", "N", "N", "H", "H", "H", "H", "C", "O", "N", "N", "H", "H", "H", "H", "C", "O", "N", "N", "H", "H", "H", "H"], "xyz": [[-3.911, 4.089, 0.107], [-4.943, 4.265, -0.409], [-3.448, 4.532, 1.201], [-3.168, 3.294, -0.499], [-4.031, 5.238, 1.627], [-2.543, 4.234, 1.534], [-3.486, 3.007, -1.414], [-2.392, 2.920, 0.028], [2.418, -3.019, -0.753], [1.954, -2.139, -1.401], [3.736, -3.179, -0.566], [1.666, -3.788, 0.018], [4.103, -3.527, 0.309], [4.364, -2.625, -1.131], [0.658, -3.852, 0.024], [2.083, -4.674, 0.264], [-0.461, 0.233, -0.398], [-1.289, 1.130, -0.442], [0.597, 0.188, -1.208], [-0.498, -0.742, 0.466], [1.135, -0.662, -1.299], [0.559, 0.889, -1.935], [-1.258, -0.715, 1.131], [0.126, -1.532, 0.391], [0.522, 5.131, -2.800], [1.162, 6.000, -2.132], [0.047, 4.004, -2.314], [0.176, 5.185, -4.079], [-0.695, 3.563, -2.838], [0.281, 3.634, -1.404], [-0.330, 4.361, -4.370], [0.327, 6.007, -4.646], [5.111, -0.949, -2.604], [5.464, -1.544, -1.579], [3.928, -0.988, -3.084], [5.888, -0.080, -3.218], [3.322, -1.634, -2.599], [3.629, -0.410, -3.856], [5.574, 0.563, -3.931], [6.888, -0.194, -3.134], [-3.244, -0.492, 3.008], [-2.190, 0.056, 3.026], [-3.927, -0.939, 2.023], [-3.769, -0.971, 4.054], [-4.778, -1.462, 2.177], [-3.653, -0.707, 1.079], [-4.333, -1.785, 3.854], [-3.276, -0.886, 4.932], [-0.070, -3.325, 3.700], [0.800, -2.546, 3.959], [-0.260, -4.470, 4.232], [-1.115, -3.017, 2.902], [-1.151, -4.900, 4.027], [0.407, -4.789, 4.921], [-1.534, -3.876, 2.575], [-1.174, -2.104, 2.473]]}



{"formula": "C7H28N15O10V", "method": "ωB97M-V/def2-TZVPD", "homo_energy_ev": [-12.4, -14.7], "energy_ha": -2800.84319, "homo_lumo_gap_ha": [0.275, 0.213], "spin_multiplicity": 5, "total_charge": 2, "symbols": ["V", "N", "O", "O", "O", "C", "O", "N", "N", "H", "H", "H", "H", "C", "O", "N", "N", "H", "H", "H", "H", "C", "O", "N", "N", "H", "H", "H", "H", "C", "O", "N", "N", "H", "H", "H", "H", "C", "O", "N", "N", "H", "H", "H", "H", "C", "O", "N", "N", "H", "H", "H", "H", "C", "O", "N", "N", "H", "H", "H", "H"], "xyz": [[0.333, -0.089, -0.104], [1.024, -3.961, -0.021], [1.158, -2.798, -0.252], [0.300, -4.430, 0.845], [1.590, -4.782, -0.766], [3.732, 0.073, -0.361], [2.532, -0.105, -0.704], [4.709, 0.383, -1.132], [4.045, 0.037, 0.921], [4.631, 0.435, -2.138], [5.643, 0.363, -0.748], [5.034, 0.010, 1.125], [3.368, -0.244, 1.615], [0.137, 2.071, -2.808], [0.446, 1.519, -1.793], [-1.070, 2.116, -3.178], [0.961, 2.262, -3.848], [-1.243, 2.433, -4.121], [-1.727, 1.903, -2.441], [1.892, 2.133, -3.478], [0.730, 2.535, -4.792], [-2.604, 1.540, 0.468], [-1.584, 1.018, 0.207], [-3.021, 2.013, 1.640], [-3.553, 1.778, -0.429], [-3.971, 2.353, 1.599], [-2.369, 2.063, 2.410], [-3.261, 1.287, -1.262], [-4.493, 2.058, -0.188], [1.350, -1.203, 3.039], [1.295, -0.969, 1.868], [0.828, -2.284, 3.533], [1.711, -0.399, 4.089], [0.614, -3.092, 2.965], [1.060, -2.432, 4.505], [1.912, 0.543, 3.785], [1.790, -0.802, 5.012], [1.112, 3.007, 0.973], [1.040, 1.826, 0.953], [0.269, 3.759, 1.596], [1.732, 3.633, 0.015], [-0.518, 3.407, 2.122], [0.318, 4.748, 1.797], [1.787, 4.640, 0.063], [2.192, 3.217, -0.782], [-1.194, -1.566, -2.787], [-0.727, -0.933, -1.876], [-2.105, -2.581, -2.659], [-0.990, -1.405, -4.037], [-2.493, -3.044, -3.469], [-2.280, -3.018, -1.765], [-1.476, -2.006, -4.687], [-0.310, -0.663, -4.122], [-2.133, -1.979, 1.566], [-1.216, -1.321, 1.174], [-2.172, -3.261, 1.381], [-3.265, -1.531, 2.133], [-1.365, -3.664, 0.927], [-2.979, -3.788, 1.685], [-3.838, -2.283, 2.490], [-3.322, -0.529, 2.248]]}



{"formula": "C7H28N7O10", "method": "ωB97M-V/def2-TZVPD", "relative_energy_kcal_mol": 0.0, "homo_energy_ev": -7.3, "energy_ha": -1419.28010, "homo_lumo_gap_ha": 0.368, "spin_multiplicity": 1, "total_charge": -1, "symbols": ["N", "O", "O", "O", "C", "O", "H", "H", "H", "H", "C", "O", "H", "H", "H", "H", "C", "O", "H", "H", "H", "H", "C", "O", "H", "H", "H", "H", "C", "O", "N", "N", "H", "H", "H", "H", "C", "O", "N", "N", "H", "H", "H", "H", "C", "O", "N", "N", "H", "H", "H", "H"], "xyz": [[-0.457, -0.432, 0.439], [-1.617, -0.440, 0.892], [-0.272, -0.506, -0.794], [0.507, -0.357, 1.213], [1.768, 3.387, 1.977], [1.297, 3.818, 3.240], [2.783, 3.773, 1.912], [1.773, 2.311, 1.778], [1.139, 3.753, 1.157], [0.840, 3.100, 3.684], [2.466, -3.172, -0.095], [1.062, -3.229, -0.209], [2.903, -3.907, -0.766], [2.881, -2.186, -0.318], [2.762, -3.385, 0.941], [0.664, -2.374, -0.012], [-3.686, 1.587, -1.401], [-3.759, 0.916, -0.161], [-4.703, 1.688, -1.791], [-3.366, 2.627, -1.261], [-3.062, 1.045, -2.108], [-2.923, 0.445, -0.003], [-1.910, 3.098, 1.791], [-3.094, 2.473, 2.146], [-1.951, 3.644, 0.832], [-1.572, 3.855, 2.500], [-1.073, 2.394, 1.662], [-3.337, 1.749, 1.549], [-3.248, -3.910, 0.371], [-3.322, -5.115, 0.192], [-2.434, -3.103, -0.375], [-3.977, -3.239, 1.321], [-2.233, -2.166, -0.057], [-1.708, -3.618, -0.844], [-4.730, -3.694, 1.795], [-3.805, -2.253, 1.400], [3.888, 0.690, 0.597], [4.877, 1.373, 0.393], [3.658, -0.026, 1.727], [2.874, 0.533, -0.320], [2.749, -0.434, 1.863], [4.275, 0.018, 2.514], [2.009, 0.142, 0.028], [2.852, 1.117, -1.135], [1.894, -0.125, -3.912], [2.698, 0.106, -4.795], [1.296, 0.823, -3.125], [1.546, -1.408, -3.562], [1.315, 1.780, -3.428], [0.555, 0.568, -2.491], [1.992, -2.096, -4.139], [0.917, -1.638, -2.814]]}